# 1
A molecular structure, C40H34F3MnN6O4PS. Source: the Open Molecules 2025 dataset; level of theory: ωB97M-V/def2-TZVPD.

The LUMO energy (alpha / beta) is 0.0167 / -0.1010 eV. The expectation value of S² is 8.76. Its net charge is 0. As for the multiplicity: 6.

Geometry (Å):
Mn  0.08  -0.09  0.26
O  2.81  -1.21  0.23
N  2.32  0.05  0.02
C  3.15  0.94  0.35
C  2.98  2.39  0.11
C  4.20  3.06  0.01
C  4.28  4.40  -0.34
C  3.12  5.09  -0.62
C  1.89  4.45  -0.50
C  1.79  3.12  -0.10
P  0.10  2.44  0.12
C  -0.58  3.29  1.58
C  -1.63  2.63  2.22
C  -2.20  3.17  3.36
C  -1.73  4.37  3.87
C  -0.68  5.03  3.24
C  -0.11  4.49  2.10
C  -0.78  3.11  -1.32
C  -1.63  4.22  -1.24
C  -2.29  4.66  -2.38
C  -2.12  4.00  -3.59
C  -1.28  2.90  -3.66
C  -0.63  2.45  -2.53
H  2.10  -1.80  -0.08
H  4.12  0.64  0.73
H  5.12  2.51  0.19
H  5.25  4.88  -0.42
H  3.15  6.13  -0.92
H  0.99  5.00  -0.72
H  -2.00  1.69  1.83
H  -3.01  2.64  3.84
H  -2.17  4.79  4.76
H  -0.30  5.96  3.64
H  0.73  5.00  1.64
H  -1.78  4.72  -0.30
H  -2.95  5.52  -2.31
H  -2.64  4.35  -4.47
H  -1.15  2.37  -4.60
H  0.01  1.57  -2.59
C  -4.67  -2.71  -2.64
C  -5.79  -1.98  -1.91
C  -6.22  -0.72  -2.66
C  -5.42  -1.68  -0.45
N  -4.23  -0.85  -0.33
C  -2.95  -1.20  -0.25
N  -2.24  -0.10  -0.18
N  -3.11  0.93  -0.22
N  -4.31  0.49  -0.31
H  -5.00  -3.02  -3.63
H  -4.35  -3.60  -2.10
H  -3.80  -2.07  -2.77
H  -6.65  -2.65  -1.84
H  -5.41  0.00  -2.70
H  -7.07  -0.24  -2.18
H  -6.50  -0.97  -3.68
H  -5.21  -2.60  0.09
H  -6.22  -1.15  0.06
H  -2.56  -2.20  -0.23
O  1.46  1.29  2.76
C  0.61  0.51  3.17
N  -0.06  -0.37  2.38
S  -1.20  -1.21  3.18
O  -0.91  -2.62  3.21
O  -2.52  -0.83  2.72
C  -0.88  -0.47  4.75
C  -1.49  -0.71  5.96
C  -1.04  0.04  7.05
C  -0.03  0.98  6.90
C  0.57  1.20  5.67
C  0.13  0.46  4.60
H  -2.27  -1.44  6.07
H  -1.49  -0.12  8.02
H  0.29  1.55  7.77
H  1.36  1.93  5.54
F  -1.33  -9.42  -1.10
C  -0.51  -8.95  -0.14
F  0.67  -9.57  -0.31
F  -1.01  -9.38  1.04
C  -0.38  -7.46  -0.21
C  -0.74  -6.65  0.87
C  -0.61  -5.28  0.77
C  -0.13  -4.70  -0.41
C  0.24  -5.52  -1.48
C  0.12  -6.89  -1.37
C  -0.02  -3.28  -0.51
C  0.07  -2.06  -0.62
H  -1.11  -7.10  1.78
H  -0.86  -4.64  1.61
H  0.62  -5.07  -2.38
H  0.40  -7.53  -2.20

=====

# 2
A molecular structure, C40H35AuClGeN2P. Source: the Open Molecules 2025 dataset; level of theory: ωB97M-V/def2-TZVPD.

Its relative energy (zero: lowest compared OMol25 entry of this formula, charge and spin) is 40.6 kcal/mol. The LUMO energy (alpha / beta) is -10.9199 / -11.6487 eV. The expectation value of S² is 0.84. Its net charge is +3. As for the multiplicity: 2.

Geometry (Å):
Au  -0.59  0.10  0.45
Cl  1.53  -1.83  -0.68
C  0.65  -3.23  -0.10
C  1.38  -4.34  0.27
C  0.70  -5.46  0.74
C  -0.68  -5.47  0.84
C  -1.41  -4.35  0.46
C  -0.75  -3.22  -0.03
P  -1.72  -1.82  -0.56
C  -1.59  -1.49  -2.29
C  -0.84  -2.31  -3.14
C  -0.84  -2.05  -4.50
C  -1.57  -0.98  -5.01
C  -2.30  -0.15  -4.17
C  -2.31  -0.39  -2.80
C  -3.42  -1.98  -0.06
C  -3.77  -1.82  1.28
C  -5.08  -2.03  1.68
C  -6.04  -2.39  0.73
C  -5.69  -2.54  -0.61
C  -4.39  -2.33  -1.02
H  2.46  -4.33  0.20
H  1.27  -6.34  1.03
H  -1.20  -6.35  1.19
H  -2.49  -4.37  0.53
H  -0.29  -3.15  -2.75
H  -0.29  -2.70  -5.17
H  -1.57  -0.80  -6.08
H  -2.88  0.67  -4.57
H  -2.90  0.23  -2.14
H  -3.03  -1.53  2.02
H  -5.36  -1.91  2.71
H  -7.06  -2.56  1.04
H  -6.44  -2.83  -1.33
H  -4.12  -2.46  -2.06
N  0.98  -0.07  6.49
C  0.73  -0.08  5.19
C  1.27  0.90  4.32
C  0.98  0.87  2.99
N  0.18  -0.07  2.43
C  -0.33  -1.02  3.25
C  -0.09  -1.07  4.59
H  1.57  0.63  6.91
H  0.60  -0.78  7.11
H  1.94  1.66  4.70
H  1.41  1.60  2.32
H  -0.92  -1.80  2.78
H  -0.50  -1.87  5.18
C  -1.20  3.45  1.65
Ge  -0.38  2.68  0.07
C  1.53  2.96  -0.08
C  2.52  1.98  -0.14
C  3.86  2.34  -0.23
C  4.21  3.68  -0.25
C  3.24  4.66  -0.19
C  1.90  4.31  -0.10
C  -1.39  3.00  -1.53
C  -2.68  3.56  -1.34
C  -3.42  4.06  -2.40
C  -2.92  3.93  -3.70
C  -1.69  3.31  -3.96
C  -1.22  3.20  -5.28
C  0.00  2.60  -5.54
C  0.76  2.10  -4.48
C  0.31  2.19  -3.17
C  -0.91  2.81  -2.88
H  -1.15  4.54  1.53
H  -0.63  3.17  2.53
H  -2.24  3.16  1.79
H  2.25  0.93  -0.13
H  4.62  1.58  -0.27
H  5.26  3.96  -0.31
H  3.52  5.71  -0.21
H  1.15  5.10  -0.06
H  -3.07  3.67  -0.34
H  -4.37  4.55  -2.22
H  -3.51  4.31  -4.53
H  -1.81  3.61  -6.09
H  0.37  2.53  -6.55
H  1.71  1.64  -4.68
H  0.92  1.79  -2.38

=====

# 3
A molecular structure, C40H35BI2N3O10P. Source: the Open Molecules 2025 dataset; level of theory: ωB97M-V/def2-TZVPD.

The LUMO energy is -1.6806 eV. Its net charge is 0. As for the multiplicity: 1.

Geometry (Å):
C  7.26  -0.97  1.87
C  6.55  -1.28  0.57
C  5.36  -2.43  0.50
C  5.50  -3.98  1.02
C  4.20  -5.03  0.93
P  4.50  -6.80  1.59
O  3.79  -6.86  3.03
C  2.72  -4.56  0.32
C  1.39  -5.52  0.25
I  0.85  -6.88  -1.37
C  0.45  -5.45  1.43
C  0.73  -4.47  2.76
I  -1.44  -6.62  1.50
C  2.62  -3.01  -0.21
C  3.91  -1.95  -0.13
C  3.64  -0.39  -0.66
O  4.54  0.31  -1.38
C  2.14  0.23  -0.24
C  2.02  1.80  0.24
C  0.51  2.32  0.69
C  -0.79  1.27  0.65
C  -2.23  1.90  1.18
C  -0.63  -0.31  0.12
B  -1.94  -1.33  0.08
O  -2.90  -1.11  -1.03
C  -2.21  -2.58  1.12
C  -3.79  -3.01  0.96
C  0.85  -0.83  -0.33
C  1.20  -2.38  -0.84
O  0.43  -3.06  -1.72
H  7.57  -1.81  2.65
H  7.50  0.14  2.23
H  6.82  -0.66  -0.39
H  6.51  -4.38  1.47
H  4.07  -7.86  0.71
H  5.94  -6.98  1.80
H  1.19  -3.43  2.48
H  -0.29  -4.34  3.36
H  1.53  -5.06  3.43
H  2.99  2.47  0.26
H  0.43  3.44  1.03
H  -2.77  1.02  1.76
H  -2.92  2.29  0.32
H  -2.02  2.73  2.02
H  -2.38  -0.57  -1.71
H  -1.93  -2.25  2.21
H  -1.57  -3.51  0.73
H  -4.44  -2.09  1.30
H  -4.09  -3.29  -0.16
H  -3.99  -3.97  1.60
C  -6.11  -4.88  -5.85
C  -4.86  -4.64  -5.27
C  -4.66  -4.87  -3.91
C  -5.72  -5.36  -3.13
C  -6.98  -5.59  -3.71
C  -7.16  -5.35  -5.07
N  -5.51  -5.63  -1.71
O  -4.39  -5.39  -1.23
O  -6.47  -6.09  -1.06
H  -6.25  -4.70  -6.91
H  -4.04  -4.27  -5.88
H  -3.68  -4.68  -3.47
H  -7.81  -5.96  -3.12
H  -8.13  -5.53  -5.53
C  5.66  7.19  -0.65
C  4.75  6.95  -1.68
C  3.51  6.38  -1.40
C  3.19  6.05  -0.07
C  4.10  6.29  0.96
C  5.34  6.86  0.66
N  1.88  5.47  0.23
O  1.10  5.26  -0.71
O  1.62  5.23  1.42
H  6.62  7.65  -0.88
H  5.01  7.21  -2.71
H  2.81  6.19  -2.21
H  3.87  6.04  1.99
H  6.06  7.05  1.46
C  -1.49  7.27  0.27
C  -1.49  7.62  1.62
C  -2.54  7.23  2.44
C  -3.60  6.49  1.90
C  -3.61  6.15  0.55
C  -2.55  6.54  -0.27
N  -4.70  6.06  2.77
O  -4.67  6.39  3.96
O  -5.61  5.37  2.26
H  -0.66  7.57  -0.37
H  -0.65  8.19  2.03
H  -2.52  7.51  3.50
H  -4.43  5.57  0.11
H  -2.55  6.28  -1.33

=====

# 4
A molecular structure, C40H35BMgN9. Source: the Open Molecules 2025 dataset; level of theory: ωB97M-V/def2-TZVPD.

Its relative energy (zero: lowest compared OMol25 entry of this formula, charge and spin) is 0.0 kcal/mol. The LUMO energy is -2.5427 eV. Its net charge is +1. As for the multiplicity: 1.

Geometry (Å):
Mg  -0.09  0.63  0.25
C  -0.46  5.78  1.98
C  -0.38  4.64  0.84
C  -0.14  4.90  -0.52
C  -0.18  3.65  -1.12
N  -0.15  2.70  -0.20
N  -0.36  3.30  1.06
B  -0.68  2.43  2.35
N  -1.93  1.49  2.08
N  -2.01  0.65  0.98
C  -3.22  0.16  0.89
C  -3.98  0.46  2.06
C  -3.14  1.37  2.75
C  -3.35  2.11  4.08
C  -3.64  -0.80  -0.13
C  -4.50  -1.85  0.16
C  -4.76  -2.83  -0.80
C  -4.37  -2.66  -2.10
C  -3.67  -1.51  -2.42
C  -3.16  -0.65  -1.44
N  0.39  1.44  2.79
N  1.21  0.94  1.74
C  2.32  0.46  2.23
C  2.29  0.53  3.66
C  1.10  1.14  3.98
C  0.43  1.38  5.29
C  3.55  0.13  1.51
C  3.54  0.30  0.11
C  4.72  0.05  -0.60
C  5.84  -0.39  0.01
C  5.81  -0.64  1.41
C  4.71  -0.30  2.16
C  -0.28  3.38  -2.56
C  -0.49  2.10  -3.03
C  -0.57  1.89  -4.42
C  -0.61  2.97  -5.30
C  -0.53  4.25  -4.74
C  -0.30  4.42  -3.42
H  -1.09  6.54  1.54
H  0.53  6.22  2.18
H  -0.96  5.32  2.82
H  0.05  5.87  -0.98
H  -0.99  3.22  3.14
H  -5.03  0.26  2.34
H  -2.52  2.71  4.35
H  -3.64  1.33  4.80
H  -4.22  2.77  3.95
H  -5.05  -1.91  1.07
H  -5.37  -3.74  -0.53
H  -4.56  -3.44  -2.83
H  -3.43  -1.35  -3.44
H  -2.45  0.21  -1.78
H  2.97  -0.03  4.36
H  0.95  2.28  5.77
H  0.41  0.51  6.00
H  -0.61  1.64  5.06
H  2.59  0.45  -0.44
H  4.70  0.31  -1.68
H  6.80  -0.48  -0.49
H  6.70  -0.99  1.90
H  4.71  -0.28  3.27
H  -0.64  1.21  -2.35
H  -0.67  0.85  -4.79
H  -0.76  2.80  -6.37
H  -0.56  5.10  -5.40
H  -0.23  5.44  -2.99
N  1.51  -9.76  -1.52
C  1.41  -8.59  -1.44
C  1.42  -7.18  -1.30
C  0.28  -6.61  -0.74
C  0.11  -5.19  -0.85
C  1.06  -4.46  -1.46
C  2.33  -5.02  -1.87
C  2.49  -6.40  -1.82
N  0.86  -3.02  -1.57
C  1.24  -2.23  -2.64
C  1.04  -0.98  -2.29
N  0.54  -0.89  -1.00
C  0.45  -2.14  -0.59
H  -0.49  -7.19  -0.23
H  -0.78  -4.80  -0.44
H  3.10  -4.29  -2.18
H  3.36  -6.95  -2.20
H  1.89  -2.52  -3.41
H  1.39  -0.13  -2.88
H  0.18  -2.50  0.41

=====

# 5
A molecular structure, C40H35BN9Rh. Source: the Open Molecules 2025 dataset; level of theory: ωB97M-V/def2-TZVPD.

The LUMO energy is -8.8083 eV. Its net charge is +2. As for the multiplicity: 1.

Geometry (Å):
Rh  -0.10  -0.54  -0.32
C  1.53  -3.04  -5.09
C  1.75  -2.47  -3.73
C  2.92  -2.35  -3.02
C  2.58  -1.74  -1.81
N  1.25  -1.50  -1.81
N  0.76  -1.95  -2.98
B  -0.72  -1.89  -3.31
N  -1.16  -0.43  -3.25
N  -1.06  0.28  -2.12
C  -1.67  1.47  -2.32
C  -2.12  1.51  -3.63
C  -1.79  0.29  -4.19
C  -2.04  -0.20  -5.58
C  -1.87  2.45  -1.26
C  -1.69  2.04  0.04
C  -1.94  2.88  1.11
C  -2.34  4.18  0.86
C  -2.50  4.62  -0.45
C  -2.28  3.76  -1.51
N  -1.45  -2.62  -2.18
N  -1.37  -2.22  -0.90
C  -2.16  -3.02  -0.15
C  -2.75  -3.96  -1.00
C  -2.28  -3.68  -2.27
C  -2.59  -4.37  -3.55
C  -2.38  -2.84  1.27
C  -1.99  -1.65  1.86
C  -2.21  -1.40  3.20
C  -2.79  -2.39  3.99
C  -3.17  -3.60  3.42
C  -2.98  -3.82  2.06
C  3.48  -1.41  -0.71
C  4.83  -1.76  -0.70
C  5.61  -1.42  0.38
C  5.06  -0.73  1.46
C  3.72  -0.38  1.45
C  2.95  -0.74  0.36
H  2.48  -3.38  -5.49
H  1.12  -2.28  -5.77
H  0.84  -3.87  -5.06
H  3.90  -2.66  -3.33
H  -0.96  -2.37  -4.36
H  -2.66  2.31  -4.11
H  -2.52  0.59  -6.15
H  -2.70  -1.07  -5.58
H  -1.11  -0.48  -6.07
H  -1.35  1.00  0.15
H  -1.85  2.53  2.13
H  -2.52  4.86  1.68
H  -2.81  5.64  -0.65
H  -2.41  4.09  -2.53
H  -3.44  -4.73  -0.73
H  -3.25  -5.22  -3.35
H  -1.68  -4.74  -4.03
H  -3.09  -3.71  -4.25
H  -1.52  -0.94  1.18
H  -1.95  -0.45  3.63
H  -2.95  -2.21  5.04
H  -3.60  -4.37  4.03
H  -3.29  -4.76  1.62
H  5.25  -2.29  -1.54
H  6.66  -1.69  0.40
H  5.68  -0.46  2.30
H  3.30  0.15  2.29
H  1.89  -0.53  0.26
N  2.41  8.06  5.68
C  2.21  7.02  5.24
C  1.96  5.72  4.70
C  1.78  5.56  3.33
C  1.55  4.31  2.79
C  1.51  3.19  3.63
C  1.70  3.35  5.00
C  1.92  4.60  5.53
N  1.23  1.90  3.09
C  1.18  0.70  3.78
C  0.77  -0.24  2.89
N  0.55  0.36  1.67
C  0.86  1.64  1.82
H  1.81  6.43  2.68
H  1.42  4.22  1.72
H  1.67  2.50  5.66
H  2.06  4.72  6.60
H  1.44  0.60  4.81
H  0.64  -1.30  3.04
H  0.84  2.37  1.04